{"formula": "C39H92FN4O20PS", "method": "the ωB97M-V functional and the def2-TZVPD basis", "species": ["C", "C", "O", "C", "C", "C", "C", "C", "C", "C", "C", "C", "C", "C", "N", "C", "C", "C", "C", "C", "C", "C", "O", "C", "N", "C", "C", "O", "N", "O", "C", "F", "C", "P", "N", "O", "O", "S", "H", "H", "H", "H", "H", "H", "H", "H", "H", "H", "H", "H", "H", "H", "H", "H", "H", "H", "H", "H", "H", "H", "H", "H", "H", "H", "H", "H", "H", "H", "H", "H", "H", "H", "H", "H", "C", "O", "H", "H", "H", "H", "C", "O", "H", "H", "H", "H", "C", "O", "H", "H", "H", "H", "C", "O", "H", "H", "H", "H", "C", "O", "H", "H", "H", "H", "C", "O", "H", "H", "H", "H", "C", "O", "H", "H", "H", "H", "C", "O", "H", "H", "H", "H", "C", "O", "H", "H", "H", "H", "C", "O", "H", "H", "H", "H", "C", "O", "H", "H", "H", "H", "C", "O", "H", "H", "H", "H", "C", "O", "H", "H", "H", "H", "C", "O", "H", "H", "H", "H"], "xyz": [[8.934, -2.242, 0.024], [9.037, -0.748, 0.349], [7.798, -0.087, 0.217], [7.995, 1.261, -0.217], [6.726, 2.095, -0.090], [5.962, 2.342, -1.409], [4.449, 2.655, -1.109], [3.485, 1.632, -1.727], [2.143, 1.494, -1.001], [1.803, 2.319, 0.048], [0.607, 2.157, 0.716], [-0.223, 1.155, 0.294], [0.045, 0.334, -0.769], [1.255, 0.522, -1.412], [-0.805, -0.721, -1.243], [-0.439, -1.962, -0.500], [-1.500, -3.064, -0.511], [-2.198, -0.417, -1.166], [-2.801, 0.280, -0.134], [-4.156, 0.546, -0.083], [-4.752, 1.331, 1.068], [-4.867, 0.465, 2.348], [-6.263, 0.137, 2.509], [-4.357, 1.162, 3.611], [-4.910, 2.499, 3.817], [-4.981, 0.085, -1.095], [-6.475, 0.276, -1.164], [-7.199, -0.990, -1.046], [-6.504, -1.898, -0.289], [-6.942, -2.980, -0.440], [-4.384, -0.601, -2.124], [-5.200, -1.012, -3.107], [-3.037, -0.855, -2.197], [-2.476, -1.792, -3.681], [-3.003, -1.055, -4.942], [-3.042, -3.282, -3.528], [-0.878, -1.928, -3.769], [-1.754, 0.886, 1.172], [9.725, -2.776, 0.566], [9.099, -2.430, -1.041], [7.975, -2.656, 0.344], [9.768, -0.312, -0.350], [9.466, -0.647, 1.360], [8.462, 1.282, -1.211], [8.747, 1.686, 0.471], [6.061, 1.663, 0.674], [7.025, 3.078, 0.300], [6.385, 3.231, -1.888], [6.002, 1.471, -2.071], [4.371, 2.722, -0.022], [4.242, 3.636, -1.555], [3.967, 0.645, -1.623], [3.348, 1.790, -2.802], [2.460, 3.112, 0.386], [0.377, 2.808, 1.553], [1.474, -0.131, -2.256], [-0.123, -1.784, 0.539], [0.450, -2.375, -1.011], [-1.011, -3.962, -0.112], [-2.349, -2.834, 0.139], [-1.802, -3.332, -1.525], [-5.682, 1.823, 0.792], [-4.048, 2.156, 1.262], [-4.314, -0.465, 2.152], [-6.281, -0.826, 2.572], [-3.261, 1.155, 3.638], [-4.680, 0.535, 4.457], [-5.764, 2.644, 3.293], [-4.239, 3.193, 3.516], [-6.878, 0.945, -0.406], [-6.750, 0.646, -2.156], [-3.504, -0.218, -4.655], [-3.105, -3.668, -4.416], [-0.598, -1.127, -4.240], [-8.117, -3.113, -4.105], [-9.037, -2.704, -3.100], [-8.619, -3.057, -5.068], [-7.246, -2.453, -4.116], [-7.793, -4.143, -3.929], [-8.577, -2.758, -2.255], [-5.757, 5.766, 1.537], [-5.813, 4.853, 2.634], [-5.181, 5.302, 0.740], [-6.765, 5.980, 1.175], [-5.274, 6.693, 1.844], [-6.327, 5.273, 3.330], [3.066, -3.782, -2.077], [1.787, -3.484, -2.633], [3.369, -2.950, -1.444], [3.013, -4.692, -1.476], [3.800, -3.914, -2.875], [1.538, -4.229, -3.187], [6.059, -5.024, -0.013], [5.461, -5.886, -0.975], [5.299, -4.330, 0.341], [6.439, -5.602, 0.834], [6.876, -4.460, -0.466], [6.141, -6.492, -1.280], [-3.192, -3.141, 4.260], [-4.477, -2.857, 3.716], [-2.926, -2.332, 4.936], [-3.214, -4.081, 4.816], [-2.447, -3.205, 3.462], [-4.701, -3.579, 3.120], [11.338, 2.718, -2.810], [10.628, 2.811, -1.578], [11.140, 1.741, -3.243], [11.000, 3.492, -3.504], [12.412, 2.823, -2.640], [10.811, 3.678, -1.205], [-0.709, -0.201, 5.185], [-0.160, 0.457, 4.051], [-0.061, -0.008, 6.037], [-1.710, 0.183, 5.404], [-0.759, -1.280, 5.012], [-0.741, 0.280, 3.302], [6.022, 1.909, 3.909], [5.359, 1.038, 3.001], [5.291, 2.610, 4.303], [6.456, 1.340, 4.735], [6.813, 2.466, 3.395], [6.018, 0.424, 2.659], [2.775, -0.727, -4.768], [1.811, -1.671, -5.214], [3.495, -0.571, -5.569], [2.295, 0.228, -4.528], [3.298, -1.106, -3.884], [1.184, -1.799, -4.495], [-0.771, -5.686, 2.726], [-2.051, -5.391, 2.168], [-0.466, -4.848, 3.349], [-0.821, -6.588, 3.337], [-0.037, -5.825, 1.927], [-2.304, -6.140, 1.621], [1.638, -6.862, 5.656], [1.038, -7.735, 4.704], [0.878, -6.167, 6.005], [2.021, -7.431, 6.506], [2.454, -6.298, 5.195], [1.718, -8.343, 4.402], [-4.146, 2.874, -5.012], [-4.069, 1.816, -4.061], [-4.206, 2.433, -6.003], [-5.037, 3.481, -4.834], [-3.255, 3.504, -4.953], [-4.015, 2.210, -3.184], [-6.170, 9.842, 0.827], [-6.233, 8.949, 1.936], [-5.590, 9.365, 0.040], [-7.174, 10.055, 0.452], [-5.681, 10.776, 1.116], [-6.747, 9.381, 2.624], [-2.397, 5.202, -0.413], [-3.008, 4.327, -1.361], [-3.140, 5.914, -0.067], [-2.026, 4.627, 0.440], [-1.572, 5.744, -0.881], [-2.332, 3.707, -1.652]], "atomic_forces_ev_per_a": [[0.19, 0.11, 0.17], [0.58, -0.61, -0.31], [-0.23, 0.00, -0.31], [0.56, 0.24, 1.04], [0.01, 0.01, -0.42], [-0.97, 0.10, 0.65], [0.82, 0.25, -0.98], [0.16, -0.61, 1.08], [1.02, 0.38, -0.86], [0.13, 0.54, 0.52], [0.57, 0.39, 0.03], [-2.17, -0.37, 0.89], [0.66, -0.12, -1.09], [-0.24, -0.49, -0.50], [-0.31, 0.35, 1.58], [0.57, -1.19, -0.50], [0.59, -0.07, 0.13], [-0.50, -0.21, -0.58], [1.26, 0.42, 0.53], [-1.30, 0.66, 0.49], [1.32, 0.37, 0.12], [-0.37, 0.21, -0.54], [0.45, -0.36, -0.14], [-0.64, -0.52, 0.44], [0.74, -0.20, 0.03], [-0.31, 0.17, -0.03], [-0.16, -0.09, 0.12], [0.27, 0.15, -0.28], [-0.02, -0.19, -0.04], [-0.13, 0.07, 0.17], [-0.42, 0.03, -0.35], [0.02, -0.25, 0.02], [1.18, -1.48, -0.47], [-1.02, 1.92, -1.12], [0.41, -0.13, 0.27], [0.78, -0.02, 0.31], [-0.27, -0.61, 0.35], [0.04, 0.15, 0.05], [-0.13, 0.05, -0.10], [-0.31, 0.00, 0.11], [0.07, 0.12, -0.07], [-0.09, 0.05, 0.20], [-0.33, 0.30, -0.08], [-0.31, 0.00, 0.01], [-0.05, 0.04, -0.26], [0.27, -0.07, -0.28], [-0.12, -0.15, 0.01], [0.17, -0.43, -0.26], [0.29, 0.18, 0.00], [-0.33, -0.02, -0.17], [-0.21, -0.04, 0.43], [-0.10, 0.13, -0.18], [-0.02, 0.12, 0.16], [0.00, -0.12, -0.14], [-0.22, -0.19, -0.07], [0.11, 0.10, 0.12], [-0.31, 0.40, -0.13], [-0.32, 0.29, 0.13], [-0.17, 0.16, 0.10], [-0.05, -0.05, -0.27], [-0.19, 0.14, 0.21], [-0.03, -0.28, 0.24], [-0.18, -0.13, 0.05], [0.01, 0.13, 0.37], [-0.27, 0.13, 0.20], [-0.17, 0.30, -0.12], [0.13, -0.07, -0.24], [0.08, 0.00, 0.03], [-0.32, 0.13, -0.09], [0.18, -0.08, -0.06], [-0.04, -0.12, 0.15], [-0.11, 0.01, -0.42], [-0.15, 0.05, 0.08], [-0.17, -0.06, -0.06], [0.02, 0.08, 0.35], [-0.06, -0.08, -0.11], [-0.04, 0.01, 0.03], [0.06, -0.08, -0.12], [0.08, -0.01, -0.14], [-0.03, 0.10, 0.01], [-0.09, -0.02, 0.28], [-0.02, 0.11, -0.21], [-0.03, -0.14, 0.03], [0.07, 0.12, -0.13], [-0.05, 0.07, -0.16], [0.05, -0.06, 0.05], [-0.19, -0.20, -0.21], [0.04, 0.15, 0.14], [-0.09, 0.04, -0.03], [0.20, 0.02, 0.04], [0.14, -0.02, 0.13], [-0.09, 0.09, -0.07], [0.11, -0.23, -0.16], [-0.08, 0.04, 0.04], [-0.04, -0.03, -0.04], [0.02, 0.13, 0.08], [0.02, 0.09, 0.11], [-0.06, -0.02, -0.05], [-0.07, -0.05, -0.19], [-0.07, 0.11, -0.04], [-0.12, 0.04, 0.01], [0.14, 0.01, 0.02], [0.06, -0.04, 0.12], [0.02, 0.01, -0.01], [-0.02, 0.24, 0.21], [0.01, -0.08, -0.07], [-0.04, -0.01, 0.06], [0.07, -0.07, -0.11], [0.03, -0.05, -0.14], [-0.04, -0.03, 0.05], [-0.07, 0.06, -0.31], [0.04, 0.03, 0.08], [0.03, 0.03, -0.04], [-0.01, -0.10, 0.13], [-0.03, -0.03, 0.15], [0.07, -0.03, 0.02], [0.09, -0.25, -0.21], [0.00, 0.04, 0.05], [-0.04, -0.04, -0.04], [0.03, 0.14, 0.08], [0.02, 0.09, 0.12], [-0.08, -0.02, -0.08], [-0.27, -0.23, 0.11], [0.01, 0.28, -0.13], [-0.03, -0.02, -0.03], [0.16, 0.08, 0.01], [0.08, 0.12, 0.01], [0.23, -0.42, 0.08], [-0.26, -0.25, -0.21], [-0.01, 0.13, 0.06], [-0.07, 0.05, -0.03], [0.19, 0.03, 0.05], [0.14, 0.01, 0.13], [-0.05, 0.04, -0.01], [0.11, -0.23, -0.17], [-0.02, 0.08, 0.05], [-0.04, -0.04, -0.04], [0.02, 0.13, 0.08], [0.01, 0.09, 0.12], [-0.07, -0.03, -0.04], [0.02, 0.01, 0.24], [-0.03, -0.01, 0.06], [0.01, -0.08, 0.04], [0.03, 0.07, -0.10], [-0.05, 0.07, -0.10], [-0.03, -0.02, 0.00], [-0.14, 0.03, 0.28], [0.01, 0.06, -0.07], [0.00, -0.05, 0.05], [0.06, 0.06, -0.12], [0.01, 0.04, -0.14], [0.03, -0.05, 0.03], [0.21, -0.33, -0.18], [-0.12, 0.02, -0.01], [-0.07, -0.02, -0.06], [0.03, 0.14, 0.08], [0.02, 0.08, 0.14], [-0.01, -0.01, 0.03]], "mulliken_charge": [-1.0864, -0.1968, -0.3080, -0.8773, -0.0585, -0.9319, -0.8271, -0.1310, 0.1382, -0.7826, -1.3541, 1.1502, -1.1515, -0.6206, 1.2509, -0.2569, -0.9063, -2.5627, 1.5866, 0.5066, -1.6087, 0.2213, -0.6371, -0.6395, -0.5944, 0.2251, -1.1028, -0.2047, 0.5048, -0.5242, 0.3646, -0.4439, 0.7905, 1.0227, -0.9828, -0.5289, -0.1690, 0.1680, 0.3913, 0.3375, 0.1341, 0.2404, 0.2768, 0.3480, 0.4134, 0.0868, 0.3058, 0.3268, 0.5361, 0.3607, 0.3541, 0.3595, 0.3802, 0.3907, 0.6028, 0.3516, 0.3497, 0.1341, 0.3569, 0.1182, 0.2414, 0.5689, 0.2684, 0.5999, 0.4452, 0.0248, 0.2726, 0.3258, 0.2171, 0.2576, 0.3542, 0.2808, 0.3531, 0.2653, -0.2706, -0.5138, 0.2696, 0.0126, 0.2317, 0.2898, -0.3750, -0.4343, 0.0015, 0.2786, 0.2468, 0.2204, -0.8898, -0.3137, 0.2492, 0.3743, 0.3960, 0.2094, -0.5090, -0.4919, 0.2313, 0.3440, 0.1886, 0.2816, -0.3436, -0.4828, 0.2251, 0.3533, -0.0372, 0.2739, -0.5694, -0.4281, 0.2174, 0.2715, 0.2703, 0.2561, -0.5187, -0.4722, 0.3055, 0.2193, 0.1378, 0.0565, -0.6025, -0.4372, 0.2322, 0.2931, 0.2478, 0.2441, -0.3635, -0.5894, 0.3922, 0.1749, 0.1513, 0.3249, -0.6400, -0.4248, 0.1877, 0.3336, 0.3168, 0.2374, -0.5405, -0.4707, 0.2051, 0.2941, 0.2619, 0.2793, -0.8051, -0.2456, 0.2789, 0.2939, 0.3031, 0.1914, -0.5286, -0.4381, 0.2024, 0.2631, 0.2641, 0.2659, -0.5695, -0.4017, 0.1621, 0.2186, 0.3486, 0.2545], "gap_ev": 8.359, "charge": 0, "spin_multiplicity": 1, "de_lowest_kj_mol": 106.2, "e_tot_ha": -4104.1196}

---

{"formula": "C5H6S2", "method": "the ωB97M-V functional and the def2-TZVPD basis", "species": ["C", "C", "C", "S", "C", "C", "S", "H", "H", "H", "H", "H", "H"], "xyz": [[-1.867, -2.448, 0.286], [-1.764, -1.239, 0.074], [-1.002, -0.086, 0.132], [0.931, 0.857, 0.820], [1.551, -0.341, -0.367], [-0.229, 2.281, -0.322], [-1.718, 1.314, -0.386], [-2.264, -3.469, 0.216], [2.052, 1.649, 0.698], [1.961, 0.259, -1.088], [2.111, -1.173, 0.189], [0.555, -0.756, -0.620], [-0.317, 3.152, 0.369]], "atomic_forces_ev_per_a": [[-1.17, -0.18, -0.89], [0.92, -2.49, 0.88], [-3.25, 1.55, -0.01], [-0.98, 2.19, -0.59], [-1.47, -2.38, 2.68], [1.00, -0.80, 1.17], [1.79, -0.40, 0.54], [0.43, 1.04, 0.27], [-0.05, -0.01, 0.20], [1.53, 0.60, -2.10], [-0.18, 1.56, -1.10], [1.37, -0.18, -0.75], [0.08, -0.51, -0.29]], "mulliken_charge": [-0.3120, -0.4929, 0.2610, -0.0204, -0.6394, -0.4976, 0.0467, 0.3697, 0.1643, 0.4177, 0.2860, 0.1717, 0.2453], "gap_ev": [6.990, 6.997], "charge": 0, "spin_multiplicity": 1, "de_lowest_kj_mol": 746.1, "smiles": "C#CC1=[S@@H](C)=CS1", "e_tot_ha": -990.1808}

---

{"formula": "C5H7N4S", "method": "the ωB97M-V functional and the def2-TZVPD basis", "species": ["S", "N", "C", "N", "N", "C", "C", "C", "N", "C", "H", "H", "H", "H", "H", "H", "H"], "xyz": [[-3.264, -0.499, -0.025], [-1.683, 0.151, 0.137], [-1.264, 1.307, -0.447], [-0.082, 1.800, -0.229], [0.551, 1.004, 0.737], [1.842, 0.698, 0.128], [2.002, -0.494, -0.507], [1.028, -1.611, -0.234], [-0.075, -1.592, 0.394], [-0.561, -0.394, 0.887], [-3.067, -1.487, -1.107], [-1.788, 1.785, -1.235], [0.749, 1.411, 1.599], [2.458, 1.588, -0.036], [2.740, -0.739, -1.226], [1.121, -2.553, -0.749], [-0.707, -0.375, 1.911]], "atomic_forces_ev_per_a": [[0.68, -1.49, -1.39], [0.88, 0.70, -0.25], [1.49, 0.22, -0.33], [-1.84, 0.99, -0.11], [-0.47, -3.92, -1.82], [0.58, -1.70, -2.07], [-1.92, 0.71, 2.14], [-0.28, -0.01, -1.05], [-0.06, 1.24, 0.06], [0.95, 0.68, -0.65], [-0.04, 1.67, 1.73], [-1.02, 0.29, -0.32], [-0.38, 1.40, 2.03], [-0.16, -0.40, 0.18], [0.98, 0.17, -0.15], [1.03, -0.30, -0.05], [-0.40, -0.25, 2.05]], "mulliken_charge": [-0.0881, -0.1371, 0.0291, -0.6941, 0.3006, -0.2914, -0.3884, -0.0697, -0.4408, 0.0659, 0.2017, 0.4841, 0.3152, 0.4106, 0.4147, 0.4186, 0.4691], "gap_ev": 9.194, "charge": 1, "spin_multiplicity": 1, "de_lowest_kj_mol": 392.9, "smiles": "SN1C=N[N@@H+]2C=CC=N[C@H]12", "e_tot_ha": -811.5513}

---

no.,M (g/mol)
1,1019.21
2,130.24
3,155.21